9
Properties=species:S:1:pos:R:3 method="wB97M-V/def2-TZVPD" lumo_ev=0.9 total_energy_ev=-8742.50627 e_above_lowest_kcal_mol=60.5 total_charge=0 smiles=Oc1cocn1
O 0.63 0.53 -2.02
C 0.17 0.17 -0.77
C -0.81 -0.74 -0.28
O -0.93 -0.75 1.03
C 0.04 0.33 1.38
N 0.75 0.69 0.37
H 1.51 0.79 -1.59
H -1.57 -1.57 -0.61
H 0.23 0.55 2.49

---

9
Properties=species:S:1:pos:R:3 method="wB97M-V/def2-TZVPD" lumo_ev=-0.1 total_energy_ev=-8742.20085 e_above_lowest_kcal_mol=67.6 total_charge=0
C -1.64 0.10 0.21
O -1.13 0.98 -0.43
C 1.23 0.70 -1.28
O 1.70 1.72 -1.40
C 1.30 -1.08 0.69
N 2.43 -1.08 0.94
H 0.26 -1.09 0.48
H -1.58 0.07 1.32
H -2.17 -0.75 -0.27

---

9
Properties=species:S:1:pos:R:3 method="wB97M-V/def2-TZVPD" lumo_ev=-1.4 total_energy_ev=-8742.27926 e_above_lowest_kcal_mol=65.8 total_charge=0
O 0.15 1.29 -0.97
C 0.39 0.29 -0.29
C -0.77 -0.33 0.44
O -1.81 0.48 0.10
C 1.69 -0.30 -0.18
N 2.67 -0.89 -0.01
H -1.16 1.23 -0.64
H -0.44 -0.40 1.51
H -0.75 -1.40 0.14

---

9
Properties=species:S:1:pos:R:3 method="wB97M-V/def2-TZVPD" lumo_ev=-0.8 total_energy_ev=-8741.86415 e_above_lowest_kcal_mol=75.3 total_charge=0 smiles="N#CC(=O)CO"
N 2.73 -1.20 0.17
C 1.86 -0.43 0.18
C 0.72 0.43 0.13
O 0.62 1.57 -0.09
C -0.73 -0.42 -0.04
O -1.77 0.40 0.49
H -0.54 -0.22 -1.14
H -1.23 -1.47 0.16
H -1.66 1.34 0.14

---

9
Properties=species:S:1:pos:R:3 method="wB97M-V/def2-TZVPD" lumo_ev=0.1 total_energy_ev=-8740.64851 e_above_lowest_kcal_mol=103.4 total_charge=0 smiles="NC(=O)C#CO"
N 0.99 -1.01 1.32
C 1.11 -0.27 0.18
O 2.16 -0.07 -0.39
C -0.10 0.36 -0.22
C -1.35 0.71 -0.84
O -2.42 1.25 -1.30
H 0.08 -1.23 1.69
H 1.79 -1.50 1.68
H -2.27 1.75 -2.12

---

9
Properties=species:S:1:pos:R:3 method="wB97M-V/def2-TZVPD" lumo_ev=0.9 total_energy_ev=-8738.28355 e_above_lowest_kcal_mol=157.9 total_charge=0 smiles="OC1=CO1.C#N"
O 1.81 -0.19 0.05
C 0.75 0.52 -0.29
C 0.37 1.68 -0.60
O -0.80 0.94 -0.21
H 1.61 -1.12 0.20
H 0.67 2.68 -0.42
C -1.49 -1.41 0.40
N -0.36 -1.50 0.41
H -2.54 -1.61 0.46

---

9
Properties=species:S:1:pos:R:3 method="wB97M-V/def2-TZVPD" lumo_ev=-1.5 total_energy_ev=-8739.29853 e_above_lowest_kcal_mol=134.5 total_charge=0
O 1.36 -0.83 0.56
C 1.63 0.24 -0.08
O 0.53 0.62 -0.59
C -0.07 -0.55 0.08
C -2.58 0.60 -0.60
N -2.28 0.70 0.54
H 2.59 0.75 -0.15
H -0.39 -1.31 -0.63
H -0.80 -0.22 0.85

---

9
Properties=species:S:1:pos:R:3 method="wB97M-V/def2-TZVPD" lumo_ev=0.9 total_energy_ev=-8742.94848 e_above_lowest_kcal_mol=50.3 total_charge=0 smiles=Oc1cocn1
O 0.31 1.95 0.22
C 0.22 0.63 0.07
C 0.43 -0.13 -1.06
O -0.07 -1.34 -0.91
C -0.63 -1.22 0.54
N -0.24 -0.18 1.15
H 0.39 2.15 1.16
H 0.74 0.22 -2.03
H -1.16 -2.09 0.86

---

9
Properties=species:S:1:pos:R:3 method="wB97M-V/def2-TZVPD" lumo_ev=0.9 total_energy_ev=-8739.39088 e_above_lowest_kcal_mol=132.4 total_charge=0 smiles="OC1=CO1.C#N"
O 1.70 -0.20 0.28
C 0.92 0.66 -0.31
C 0.42 1.82 -0.51
O -0.64 1.16 0.09
H 1.36 -1.11 0.11
H 0.53 2.85 -0.83
C -1.46 -1.70 0.40
N -0.38 -2.10 0.35
H -2.47 -1.34 0.45

---

10
Properties=species:S:1:pos:R:3 method="wB97M-V/def2-TZVPD" lumo_ev=-1.3 total_energy_ev=-19578.58210 e_above_lowest_kcal_mol=50.6 total_charge=0 smiles="NC(=S)C(=O)C=O"
N 1.88 -0.13 0.25
C 0.60 -0.46 0.05
S -0.09 -1.97 -0.03
C -0.44 0.67 -0.02
O -0.11 1.85 0.05
C -1.82 0.13 -0.39
O -2.81 0.23 0.31
H 2.23 0.83 0.54
H 2.46 -0.85 0.57
H -1.88 -0.29 -1.33

---

10
Properties=species:S:1:pos:R:3 method="wB97M-V/def2-TZVPD" lumo_ev=-1.0 total_energy_ev=-19575.32345 e_above_lowest_kcal_mol=125.7 total_charge=0 smiles="S=C[C@@H]1OC=NO1"
S 2.97 0.12 -0.09
C 1.53 -0.45 0.47
C 0.32 -0.04 -0.50
O -0.39 1.13 -0.26
C -1.65 0.67 0.28
N -1.86 -0.51 0.11
O -0.74 -1.15 -0.48
H 1.46 -1.37 1.41
H 0.71 0.23 -1.53
H -2.35 1.37 0.61

---

11
Properties=species:S:1:pos:R:3 method="wB97M-V/def2-TZVPD" lumo_ev=0.2 total_energy_ev=-30412.88162 e_above_lowest_kcal_mol=46.0 total_charge=0
O 1.27 -2.16 -1.40
C 1.00 -1.45 -0.48
O 0.38 -0.31 -0.84
C -0.08 0.44 0.13
N -0.52 1.65 -0.06
S -0.66 2.51 -1.50
C -0.30 -0.25 1.49
S 0.80 -1.64 1.38
H -0.69 1.43 -2.73
H -1.36 -0.72 1.69
H 0.14 0.50 2.32

---

10
Properties=species:S:1:pos:R:3 method="wB97M-V/def2-TZVPD" lumo_ev=-0.4 total_energy_ev=-10790.84005 e_above_lowest_kcal_mol=42.9 total_charge=0 smiles="[H]/N=C(/C=O)OC=O"
H -0.10 1.72 -0.81
N -0.90 1.11 -0.73
C -0.74 -0.03 -0.22
C -2.00 -0.84 -0.02
O -2.03 -1.98 0.37
O 0.37 -0.65 0.29
C 1.63 -0.13 0.10
O 2.37 0.02 1.02
H -2.90 -0.25 -0.26
H 1.86 0.09 -0.97

---

10
Properties=species:S:1:pos:R:3 method="wB97M-V/def2-TZVPD" lumo_ev=-0.3 total_energy_ev=-10789.23179 e_above_lowest_kcal_mol=80.0 total_charge=0 smiles="O=C1C=NOCO1"
O -1.35 0.42 1.77
C -0.58 0.27 0.83
C 0.58 -0.62 0.82
N 1.19 -1.05 -0.15
O 0.60 -0.73 -1.39
C 0.30 0.69 -1.29
O -0.81 0.79 -0.35
H 1.00 -0.91 1.86
H 0.04 1.24 -2.28
H 1.30 1.11 -0.91

---

10
Properties=species:S:1:pos:R:3 method="wB97M-V/def2-TZVPD" lumo_ev=0.5 total_energy_ev=-10790.63726 e_above_lowest_kcal_mol=47.6 total_charge=0 smiles=Oc1cnc(O)o1
O -1.72 0.83 1.37
C -0.70 0.31 0.54
C -0.79 -0.53 -0.50
N 0.48 -0.68 -1.02
C 1.18 0.11 -0.32
O 2.54 0.17 -0.20
O 0.54 0.70 0.65
H -2.52 0.22 1.40
H -1.85 -0.73 -0.98
H 2.84 -0.39 -0.93

---

10
Properties=species:S:1:pos:R:3 method="wB97M-V/def2-TZVPD" lumo_ev=-0.5 total_energy_ev=-10790.91849 e_above_lowest_kcal_mol=41.1 total_charge=0 smiles="O=CNC(=O)C=O"
O 2.45 0.94 0.73
C 1.75 0.50 -0.13
N 0.31 0.74 -0.23
C -0.30 -0.40 0.18
O 0.38 -1.31 0.60
C -1.82 -0.56 0.12
O -2.30 -1.60 0.46
H 2.10 -0.19 -0.92
H -0.12 1.59 -0.58
H -2.44 0.29 -0.23

---

10
Properties=species:S:1:pos:R:3 method="wB97M-V/def2-TZVPD" lumo_ev=-0.1 total_energy_ev=-10789.69040 e_above_lowest_kcal_mol=69.4 total_charge=0 smiles="O=C1ON=C[C@H]1O"
O -0.06 2.32 0.43
C -0.23 1.24 -0.03
O -0.30 1.06 -1.37
N -0.41 -0.31 -1.76
C -0.24 -1.02 -0.73
C -0.26 -0.19 0.54
O 0.95 -0.45 1.33
H -0.18 -2.09 -0.61
H -0.98 -0.48 1.33
H 1.70 -0.08 0.86

---

11
Properties=species:S:1:pos:R:3 method="wB97M-V/def2-TZVPD" lumo_ev=0.0 total_energy_ev=-21622.97995 e_above_lowest_kcal_mol=113.2 total_charge=0
C 0.05 0.30 -0.32
C 0.47 -0.61 0.74
C -1.87 -0.98 -0.43
H 2.26 2.48 -0.85
H 1.67 -0.93 0.74
H -0.01 -0.20 1.97
N 0.62 1.40 -0.71
O 1.73 1.77 0.03
O -3.00 -1.23 -0.56
O -1.25 0.10 -0.91
S -0.67 -2.10 0.30

---

12
Properties=species:S:1:pos:R:3 method="wB97M-V/def2-TZVPD" lumo_ev=-0.8 total_energy_ev=-23671.48327 e_above_lowest_kcal_mol=15.8 total_charge=0
C -1.62 -0.14 0.46
C -0.36 0.02 1.10
C -1.26 -0.87 -0.63
N 0.55 -0.70 0.52
O 0.78 0.86 -1.50
O 1.73 1.57 0.62
O 2.91 -0.16 -0.61
O -0.07 -1.33 -0.58
S 1.72 0.60 -0.43
H -2.46 0.44 0.61
H -0.03 0.77 1.93
H -1.88 -1.05 -1.50

---

9
Properties=species:S:1:pos:R:3 method="wB97M-V/def2-TZVPD" lumo_ev=-0.5 total_energy_ev=-17531.55054 e_above_lowest_kcal_mol=9.0 total_charge=0 smiles="CSC(=O)C#N"
C -1.51 0.56 0.42
S 0.01 0.97 -0.48
C 0.91 -0.48 -0.17
O 0.50 -1.43 0.50
C 2.24 -0.50 -0.80
N 3.29 -0.52 -1.27
H -2.19 1.37 0.27
H -1.99 -0.35 0.07
H -1.26 0.37 1.47

---

no.,frontier orbital gap (eV)
1,9.517
2,10.926
3,9.103
4,9.479
5,9.335
6,8.683
7,7.122
8,9.274
9,8.862
10,7.997
11,8.226
12,9.076
13,10.335
14,10.473
15,9.234
16,9.893
17,10.477
18,9.723
19,9.894
20,9.939